Entry 1:
The following is a quantum chemistry calculation of a cluster of 4 separate species, C23H68N9O3P3Si in total in a non-equilibrium geometry, from the Open Molecules 2025 dataset.

```
107
C23H68N9O3P3Si (ωB97M-V/def2-TZVPD)
C -3.664 -4.174 -1.017
C -4.208 -5.604 -0.888
C -4.451 -6.114 -2.348
C -3.192 -6.543 -0.245
C -3.030 -6.381 1.272
Si -4.594 -6.695 2.277
H -4.369 -3.542 -1.556
H -2.766 -4.263 -1.633
H -3.448 -3.771 -0.028
H -5.193 -5.611 -0.417
H -3.710 -6.881 -2.577
H -4.361 -5.314 -3.080
H -5.429 -6.587 -2.439
H -3.384 -7.583 -0.513
H -2.224 -6.303 -0.701
H -2.606 -5.417 1.555
H -2.298 -7.127 1.599
H -5.602 -7.486 1.540
H -5.229 -5.397 2.615
H -4.251 -7.312 3.579
O -4.972 0.337 -3.676
P -3.578 0.041 -4.170
N -2.806 0.624 -2.727
C -1.540 1.321 -2.641
C -3.113 -0.104 -1.505
N -3.547 1.158 -5.508
C -2.876 2.443 -5.409
C -4.859 1.382 -6.112
N -2.124 -0.712 -4.698
C -1.634 -1.869 -3.950
C -1.168 -0.216 -5.667
H -0.662 0.682 -2.805
H -1.426 1.766 -1.652
H -1.478 2.164 -3.324
H -2.626 -1.090 -1.478
H -4.189 -0.260 -1.404
H -2.798 0.453 -0.621
H -3.286 3.071 -4.606
H -2.987 2.984 -6.352
H -1.801 2.343 -5.273
H -5.475 2.073 -5.524
H -5.409 0.450 -6.219
H -4.731 1.806 -7.111
H -0.959 -1.561 -3.143
H -1.087 -2.562 -4.592
H -2.453 -2.443 -3.515
H -0.518 0.546 -5.226
H -1.652 0.184 -6.554
H -0.528 -1.030 -6.017
O 1.463 2.061 -2.228
P 2.721 2.806 -1.914
N 3.438 1.733 -0.769
C 4.250 2.102 0.369
C 3.741 0.397 -1.274
N 2.028 4.228 -1.179
C 2.131 4.459 0.249
C 0.649 4.503 -1.581
N 4.114 3.654 -2.350
C 5.119 2.906 -3.105
C 4.558 4.961 -1.908
H 5.263 2.457 0.120
H 4.368 1.246 1.035
H 3.776 2.856 0.986
H 4.602 0.388 -1.956
H 2.883 -0.009 -1.810
H 3.959 -0.289 -0.454
H 1.657 3.664 0.843
H 1.653 5.404 0.514
H 3.164 4.584 0.570
H -0.073 3.867 -1.055
H 0.512 4.356 -2.650
H 0.409 5.545 -1.358
H 5.863 2.443 -2.446
H 5.647 3.555 -3.805
H 4.653 2.120 -3.701
H 5.016 4.912 -0.915
H 3.754 5.689 -1.903
H 5.312 5.352 -2.596
O 4.081 1.525 5.868
P 2.929 0.674 5.438
N 1.709 1.868 5.229
C 0.291 1.681 5.445
C 1.982 2.916 4.255
N 2.744 -0.270 6.895
C 1.626 -0.069 7.800
C 3.962 -0.346 7.702
N 2.191 -0.527 4.500
C 2.118 -0.293 3.058
C 1.419 -1.669 4.948
H -0.208 1.084 4.665
H -0.202 2.654 5.469
H 0.071 1.237 6.409
H 1.943 2.552 3.218
H 2.975 3.339 4.419
H 1.274 3.739 4.351
H 1.582 0.955 8.198
H 1.712 -0.755 8.645
H 0.670 -0.317 7.340
H 4.129 0.563 8.292
H 4.838 -0.508 7.079
H 3.887 -1.190 8.391
H 1.187 0.218 2.782
H 2.162 -1.230 2.501
H 2.959 0.307 2.708
H 0.399 -1.379 5.218
H 1.887 -2.178 5.784
H 1.347 -2.409 4.147
```

* E_tot: -2949.0482 Ha
* SMILES string: CN(C)P(=O)(N(C)C)N(C)C.CN(C)P(=O)(N(C)C)N(C)C.CN(C)P(=O)(N(C)C)N(C)C.CC(C)CC[SiH3]
* strongest force on any atom: 0.1336 hartree/bohr
* M: 639.9 Da
* gap between HOMO and LUMO: 7.906 eV

Atom charges from the Mulliken analysis, given in e for atoms 1 to 2: -1.658, 0.955

---

Entry 2:
The following is a quantum chemistry calculation of a structure of composition C5H15B2N3S2 in a non-equilibrium geometry, from the Open Molecules 2025 dataset.

```
27
C5H15B2N3S2 (ωB97M-V/def2-TZVPD)
S -0.985 -1.373 -2.516
S -0.467 0.945 2.797
B -0.284 -0.567 -0.835
B -0.118 0.386 1.087
N -0.982 -0.571 0.484
N 1.012 0.063 -0.893
N 1.035 0.846 0.286
C -1.699 -0.024 -3.363
C -0.164 -0.544 3.612
C -2.055 -1.152 1.034
C 1.720 0.347 -2.096
C 2.324 1.427 0.706
H -2.734 0.058 -2.995
H -1.047 0.864 -3.155
H -1.766 -0.159 -4.422
H 0.492 -1.240 3.043
H 0.339 -0.470 4.530
H -1.188 -0.886 3.819
H -2.687 -0.406 1.584
H -2.896 -1.483 0.323
H -1.762 -2.037 1.641
H 2.163 1.337 -2.071
H 1.071 0.291 -2.999
H 2.588 -0.288 -2.171
H 2.380 2.499 0.716
H 3.104 1.000 0.117
H 2.608 1.140 1.737
```

* E_tot: -1209.9251 Ha
* strongest force on any atom: 0.1582 hartree/bohr
* M: 203.0 Da
* energy relative to the best compared isomer or geometry (same formula, charge and spin): 0.0 kcal per mole
* gap between HOMO and LUMO: 8.634 eV

Atom charges from the natural (NBO) analysis, given in e for atoms 1 to 2: -0.058, 0.012

---

Entry 3:
The following is a quantum chemistry calculation of the molecule C7H9N3O4 in a non-equilibrium geometry, from the Open Molecules 2025 dataset.

```
23
C7H9N3O4 (ωB97M-V/def2-TZVPD)
C -1.626 -0.217 0.993
C -0.080 1.582 0.360
C 0.622 -1.656 0.333
C -1.445 -0.676 -0.422
C 1.126 0.913 0.090
C -2.395 -0.450 -1.513
C 2.386 1.569 -0.352
N -1.011 0.927 1.289
N -0.514 -1.575 -0.536
N 1.271 -0.411 0.557
O -2.294 -0.843 1.800
O -0.410 2.636 -0.131
O 1.079 -2.718 0.627
O 2.542 -0.716 1.265
H -3.450 -0.409 -1.001
H -2.358 -1.427 -2.138
H -2.046 0.493 -2.021
H 3.074 0.948 -0.963
H 2.915 1.960 0.498
H 2.030 2.463 -0.959
H -1.294 1.427 2.118
H -0.530 -2.179 -1.349
H 2.407 -1.641 1.457
```

* E_tot: -737.2433 Ha
* strongest force on any atom: 0.0690 hartree/bohr
* M: 199.2 Da
* energy relative to the best compared isomer or geometry (same formula, charge and spin): 88.6 kcal per mole
* gap between HOMO and LUMO (spin up / spin down): 6.144 / 6.149 eV

Atom charges from the natural (NBO) analysis, given in e for atoms 1 to 2: 0.582, 0.539

---

Entry 4:
The following is a quantum chemistry calculation of a cluster of 4 separate species, C41H50F9N2O10 in total in a non-equilibrium geometry, from the Open Molecules 2025 dataset.

```
112
C41H50F9N2O10 (ωB97M-V/def2-TZVPD)
C -3.095 4.513 -1.267
C -2.862 3.188 -0.548
O -1.544 2.712 -0.764
C -1.419 1.350 -0.428
N -1.725 0.535 -1.584
C -0.915 -0.603 -1.974
C -0.147 -0.416 -3.311
C 0.191 1.015 -3.724
C 0.114 1.126 -5.269
C -1.324 1.402 -5.693
C -1.754 2.859 -5.449
C -3.170 2.998 -4.876
C -4.201 3.395 -5.940
O -4.596 2.273 -6.702
C -5.863 1.744 -6.387
C -0.024 -1.204 -0.871
C -0.402 -2.621 -0.441
F 0.411 -2.925 0.616
F -0.076 -3.466 -1.448
C -1.879 -2.868 0.016
F -2.617 -1.752 0.128
F -1.813 -3.417 1.225
C -2.680 -3.870 -0.846
F -2.209 -5.117 -0.641
F -2.559 -3.574 -2.167
C -4.213 -3.871 -0.525
F -4.751 -5.005 -1.038
F -4.801 -2.804 -1.123
F -4.438 -3.839 0.802
N 0.130 -0.367 0.356
C -0.054 1.111 0.209
C 1.100 1.799 -0.551
C 2.294 0.893 -0.877
C -0.025 1.630 1.681
O -0.811 2.788 1.890
C -0.086 3.960 2.023
C -0.374 5.011 1.000
O 0.716 4.103 2.912
H -3.784 4.360 -2.090
H -2.185 4.945 -1.663
H -3.598 5.199 -0.595
H -3.605 2.472 -0.903
H -3.053 3.295 0.521
H -2.168 1.156 0.350
H -2.701 0.312 -1.639
H -1.617 -1.400 -2.210
H -0.773 -0.833 -4.093
H 0.770 -1.003 -3.319
H 1.211 1.281 -3.464
H -0.495 1.753 -3.323
H 0.376 0.157 -5.691
H 0.780 1.893 -5.648
H -1.453 1.209 -6.756
H -2.009 0.722 -5.192
H -1.080 3.290 -4.709
H -1.638 3.453 -6.349
H -3.509 2.058 -4.444
H -3.204 3.744 -4.086
H -5.045 3.895 -5.469
H -3.721 4.089 -6.625
H -5.779 0.665 -6.271
H -6.574 1.924 -7.190
H -6.267 2.140 -5.458
H 0.967 -1.317 -1.291
H -0.575 -0.677 1.039
H 1.030 -0.549 0.817
H 0.762 2.293 -1.453
H 1.464 2.599 0.082
H 3.166 1.520 -1.014
H 2.110 0.333 -1.786
H 2.507 0.224 -0.051
H 0.994 1.844 1.977
H -0.390 0.870 2.370
H -0.090 5.981 1.383
H -1.398 4.981 0.667
H 0.249 4.806 0.133
C 4.084 1.198 3.587
C 5.092 1.094 4.448
C 5.765 -0.211 4.688
O 6.680 -0.309 5.470
C 5.270 -1.390 3.929
C 4.261 -1.277 3.069
C 3.598 0.020 2.838
O 2.669 0.128 2.047
H 3.576 2.136 3.398
H 5.467 1.941 5.009
H 5.767 -2.337 4.112
H 3.884 -2.124 2.509
C -3.820 0.577 5.333
C -2.915 0.448 4.366
C -2.717 -0.845 3.676
O -1.886 -0.965 2.790
C -3.553 -1.992 4.088
C -4.459 -1.868 5.054
C -4.666 -0.572 5.754
O -5.489 -0.455 6.629
H -3.985 1.511 5.854
H -2.290 1.273 4.043
H -3.385 -2.925 3.564
H -5.084 -2.691 5.375
C 7.727 -5.555 4.916
C 8.911 -6.147 4.788
C 9.606 -6.201 3.476
O 10.681 -6.739 3.355
C 8.928 -5.567 2.315
C 7.744 -4.976 2.447
C 7.054 -4.925 3.758
O 5.971 -4.381 3.879
H 7.202 -5.505 5.862
H 9.421 -6.613 5.620
H 9.451 -5.616 1.369
H 7.232 -4.509 1.615
```

* E_tot: -3352.6561 Ha
* strongest force on any atom: 0.0272 hartree/bohr
* net charge: +1
* M: 901.8 Da
* gap between HOMO and LUMO: 7.255 eV

Atom charges from the Mulliken analysis, given in e for atoms 1 to 2: -1.692, -0.112

---

Entry 5:
The following is a quantum chemistry calculation of a cluster of 2 separate species, C40H51N3O4S in total in a non-equilibrium geometry, from the Open Molecules 2025 dataset.

```
99
C40H51N3O4S (ωB97M-V/def2-TZVPD)
C 6.974 2.420 4.435
C 6.582 3.615 3.435
C 5.039 3.967 3.481
N 4.446 4.026 2.112
C 3.551 2.871 1.931
C 4.133 1.526 2.081
C 3.293 0.359 1.916
O 3.890 -0.917 2.096
C 3.419 -1.454 3.301
O 3.086 -2.612 3.300
C 3.346 -0.684 4.642
C 4.260 -1.149 5.707
C 4.219 -0.482 6.997
C 3.309 0.622 7.319
C 2.407 1.079 6.259
C 2.450 0.416 4.946
C 1.873 0.454 1.567
C 1.353 1.824 1.398
C 2.150 3.030 1.581
S -0.411 1.899 0.913
C -0.481 0.497 -0.271
C -1.236 0.580 -1.509
C -2.005 1.907 -1.797
C -3.217 2.178 -0.829
C -4.248 0.985 -0.710
C -5.627 1.639 -0.224
C -3.864 -0.080 0.391
C -1.219 -0.570 -2.436
C -2.002 -0.441 -3.774
O -1.560 0.668 -4.609
C -0.136 0.755 -4.640
C -0.442 -1.764 -2.053
C -0.409 -2.985 -3.047
O -1.718 -3.449 -3.389
C -1.799 -3.950 -4.725
C 0.323 -1.826 -0.791
C 1.163 -3.098 -0.406
C 0.294 -4.187 0.377
C 1.150 -4.974 1.452
C -0.986 -3.597 1.070
C 0.307 -0.682 0.140
N 1.013 -0.685 1.393
H 7.798 2.813 5.092
H 7.334 1.563 3.818
H 6.130 2.153 5.125
H 7.159 4.525 3.747
H 6.961 3.327 2.421
H 4.553 3.193 4.137
H 4.824 4.956 3.975
H 5.164 3.872 1.395
H 5.224 1.459 2.322
H 4.949 -1.997 5.479
H 4.913 -0.863 7.784
H 3.315 1.079 8.339
H 1.676 1.903 6.435
H 1.719 0.784 4.190
H 1.651 4.017 1.448
H -1.256 2.737 -1.612
H -2.333 2.026 -2.857
H -2.932 2.505 0.205
H -3.790 3.043 -1.276
H -4.419 0.556 -1.733
H -6.441 0.933 -0.523
H -5.794 2.632 -0.718
H -5.597 1.825 0.880
H -4.798 -0.491 0.869
H -3.334 0.477 1.219
H -3.247 -0.934 0.012
H -3.095 -0.360 -3.509
H -1.931 -1.352 -4.433
H 0.123 1.302 -5.593
H 0.392 -0.234 -4.682
H 0.297 1.379 -3.809
H 0.138 -3.866 -2.599
H 0.214 -2.653 -3.921
H -0.924 -3.694 -5.376
H -2.705 -3.465 -5.199
H -1.945 -5.064 -4.784
H 1.599 -3.595 -1.318
H 2.042 -2.848 0.247
H -0.076 -4.981 -0.338
H 2.189 -5.210 1.081
H 0.643 -5.931 1.769
H 1.295 -4.372 2.393
H -0.759 -2.816 1.847
H -1.730 -3.149 0.361
H -1.523 -4.434 1.605
H 1.571 -1.531 1.530
N -6.045 1.781 -4.464
C -4.965 1.424 -5.169
C -5.024 0.754 -6.381
C -6.271 0.431 -6.892
C -7.404 0.789 -6.179
C -7.237 1.461 -4.978
H -4.012 1.694 -4.727
H -4.116 0.492 -6.910
H -6.359 -0.094 -7.836
H -8.394 0.554 -6.546
H -8.093 1.765 -4.386
```

* E_tot: -2418.0251 Ha
* SMILES string: CCCNc1cc(OC(=O)c2ccccc2)c2c(c1)Sc1c(CCC(C)C)c(COC)c(COC)c(CC(C)C)c1N2.c1ccncc1
* strongest force on any atom: 0.0648 hartree/bohr
* M: 669.9 Da
* gap between HOMO and LUMO: 8.149 eV

Atom charges from the Mulliken analysis, given in e for atoms 1 to 2: -0.878, -0.501